Entry from the Open Molecules 2025 dataset: one molecule with the formula C5H10O (ωB97M-V/def2-TZVPD).

Positions of all 16 atoms, in Å:
C (1.76206, 0.37279, 0.52031)
C (0.85764, 0.21746, -0.69914)
C (-0.59002, -0.04059, -0.33073)
C (-0.94850, -1.45957, 0.04208)
C (-1.36888, 1.08589, 0.18637)
O (-1.55998, 0.61629, -1.13966)
H (1.72456, -0.51279, 1.16163)
H (1.44617, 1.23210, 1.12013)
H (2.80776, 0.53004, 0.23689)
H (1.19830, -0.61688, -1.32102)
H (0.89908, 1.12244, -1.31427)
H (-0.97257, -2.08288, -0.85578)
H (-0.21744, -1.90150, 0.72406)
H (-1.92821, -1.52353, 0.51991)
H (-0.91734, 2.07549, 0.28337)
H (-2.19260, 0.88524, 0.86585)

Computed properties:
E   -7393.6734 eV
E_HOMO   -10.12 eV
SMILES string   CC[C@@]1(C)CO1
Lowest unoccupied orbital energy   1.00 eV